# C5H9OP

An isolated molecule of C5H9OP (ωB97M-V/def2-TZVPD, the OMol25 dataset).

Geometry as XYZ:
```
16
Properties=species:S:1:pos:R:3:forces:R:3
C -0.417115 1.223051 1.307125 -3.03 -1.30 -1.64
C -0.023702 -0.279323 1.104247 0.20 1.29 0.68
C 0.158908 -0.605057 -0.383985 1.21 -1.12 2.84
P 0.907335 -2.316380 -0.434531 0.61 0.50 -2.41
O 0.692960 -3.155945 0.741722 -0.57 0.25 1.01
C -0.625695 -0.093514 -1.529402 0.00 -1.04 -0.68
C 0.764917 0.382652 -1.316561 0.12 1.81 -0.10
H -1.223546 1.316584 2.115808 1.62 0.28 -0.91
H -0.962822 1.488113 0.310393 0.63 0.04 1.99
H 0.421123 1.880990 1.324716 0.48 0.47 0.66
H -0.799175 -0.942764 1.508543 0.27 0.20 0.08
H 0.939910 -0.456707 1.689194 -1.19 -0.12 -0.86
H -1.277079 0.677629 -1.214743 -1.15 0.38 -0.25
H -0.986715 -0.792900 -2.288984 0.29 0.39 0.09
H 1.668516 0.192601 -1.830823 0.45 -0.89 -1.07
H 0.762179 1.480969 -1.102720 0.05 -1.14 0.55
```
Positions in Å, forces in eV/Å.

structure (SMILES): CCC1(P=O)CC1
HOMO energy: -8.9 eV
net charge: 0
E: -612.43731 hartree

# C5H9OP

An isolated molecule of C5H9OP (ωB97M-V/def2-TZVPD, the OMol25 dataset).

Geometry as XYZ:
```
16
Properties=species:S:1:pos:R:3:forces:R:3
C -0.272234 0.767780 -1.243123 -1.45 -0.94 -0.75
C -0.453420 -0.547854 -0.425638 -1.32 0.43 2.63
C 1.226981 1.054374 -1.229343 1.81 0.12 -2.42
C 0.512768 -0.403562 0.767564 -3.08 -2.83 1.03
C 0.098478 -0.894685 2.149044 3.03 -0.10 -0.93
O 1.798772 -0.859834 0.390119 1.12 -0.84 -0.79
P 1.827159 0.821208 0.512846 0.26 1.89 -0.68
H -0.823468 0.447615 -2.264352 1.72 1.53 1.77
H -0.802667 1.680519 -0.744264 0.64 -1.91 -0.86
H -1.540119 -0.582087 -0.052966 1.48 -0.17 -0.46
H -0.208750 -1.555327 -0.850839 -0.09 1.12 -0.44
H 1.828345 0.259429 -1.824241 -1.13 1.41 0.64
H 1.446042 2.067377 -1.614580 0.07 -0.55 0.15
H 1.172344 -1.073768 2.641112 -2.89 0.15 -0.33
H -0.582512 -1.739726 2.090185 0.43 -0.50 0.06
H -0.462895 -0.103231 2.539727 -0.61 1.19 1.40
```
Positions in Å, forces in eV/Å.

⟨S²⟩: 2.01
HOMO energy (alpha / beta): -4.9 / -9.6 eV
net charge: 0
2S+1: 3
E: -612.29110 hartree